[1]
Entry from OMol25: a 2-piece molecular cluster, C4H6ClN overall (ωB97M-V/def2-TZVPD).

Last column: natural (NBO) charge in e.
Element x y z (Å)
C  0.084  1.845  0.126  -0.419
C  -0.698  0.812  0.360  0.489
C  1.118  0.796  0.124  -0.186
C  -0.170  -1.526  -0.203  -0.416
N  0.157  -0.240  0.398  -0.424
Cl  -3.253  -0.660  0.143  -0.435
H  0.178  2.960  0.331  0.267
H  1.419  0.578  -0.974  0.223
H  1.873  0.815  0.907  0.234
H  0.692  -2.216  -0.160  0.210
H  -1.097  -1.892  0.206  0.269
H  -0.305  -1.271  -1.257  0.188

Forces on atoms 1 to 6 (eV/Å):
-0.82 4.38 0.78
-0.59 -1.46 -0.19
2.02 -1.45 -2.97
1.70 0.85 -1.53
-2.55 -1.71 2.21
1.11 1.01 0.18

Calculated values
- Total charge: 0
- E_tot: -18251.66423 eV
- Energy above the lowest of the compared OMol25 structures with the same formula, charge and spin: 557.4 kJ/mol
- HOMO-LUMO gap (alpha / beta): 7.81 / 6.51 eV
- Multiplicity: 1
- Molar mass: 103.55 u

=====

[2]
Entry from OMol25: one molecule with the formula C4H6ClN3 (ωB97M-V/def2-TZVPD).

Last column: natural (NBO) charge in e.
Element x y z (Å)
C  0.145  -1.573  1.197  -0.408
N  -0.610  -1.285  0.067  -0.607
C  -0.300  -0.034  -0.452  0.029
C  -1.038  1.153  -0.531  -0.113
N  -0.112  2.033  -0.773  -0.271
N  1.007  1.566  -0.983  -0.281
C  0.975  0.346  -0.862  0.117
Cl  2.605  -0.381  -0.921  -0.014
H  0.310  -0.641  2.035  0.136
H  -0.008  -2.615  1.685  0.213
H  1.142  -1.464  0.908  0.199
H  -1.574  -1.472  0.528  0.374
H  -2.110  1.377  -0.676  0.228
H  -0.433  2.991  -1.223  0.398

Forces on atoms 1 to 6 (eV/Å):
2.83 0.55 4.25
-4.27 -1.51 0.89
-1.94 -1.10 0.31
-2.10 -3.04 0.54
-5.16 7.63 -2.27
5.91 5.11 -2.27

Calculated values
- Total charge: 0
- Structure (SMILES): CNc1c[nH]nc1Cl
- E_tot: -21234.52795 eV
- Energy above the lowest of the compared OMol25 structures with the same formula, charge and spin: 422.2 kJ/mol
- HOMO-LUMO gap: 9.16 eV
- Multiplicity: 1
- Molar mass: 131.57 u

=====

[3]
Entry from OMol25: a 2-piece molecular cluster, C4H6ClNO overall (ωB97M-V/def2-TZVPD).

Last column: natural (NBO) charge in e.
Element x y z (Å)
C  1.151  0.651  -0.321  -0.347
C  0.139  -0.195  -0.329  -0.139
C  -2.592  0.322  -0.212  0.814
C  2.655  0.445  0.002  -0.634
N  -2.819  -0.844  0.301  -0.852
O  -3.086  1.338  -0.526  -0.479
Cl  0.288  -1.980  -0.397  -0.094
H  1.001  1.735  -0.151  0.224
H  2.754  -0.588  0.467  0.217
H  3.271  0.441  -0.811  0.214
H  3.009  1.316  0.549  0.216
H  -2.077  -1.571  0.580  0.455
H  -3.692  -1.069  0.848  0.405

Forces on atoms 1 to 6 (eV/Å):
1.25 0.99 1.38
-1.15 -0.08 -0.43
2.24 0.53 -0.42
-2.34 -1.89 1.54
-0.47 -3.19 2.44
0.01 -0.59 0.25

Calculated values
- Total charge: 0
- E_tot: -20300.87104 eV
- Energy above the lowest of the compared OMol25 structures with the same formula, charge and spin: 483.1 kJ/mol
- HOMO-LUMO gap (alpha / beta): 8.47 / 7.18 eV
- Multiplicity: 1
- Molar mass: 119.55 u

=====

[4]
Entry from OMol25: C4H6ClNS2 as an isolated structure (ωB97M-V/def2-TZVPD).

Last column: natural (NBO) charge in e.
Element x y z (Å)
C  1.033  1.265  0.892  -0.696
C  -0.486  0.875  0.674  -0.188
C  -0.678  -1.938  0.042  -0.035
C  -1.251  1.735  -0.075  -0.200
H  1.754  0.813  0.016  0.259
H  1.117  2.541  1.131  0.249
H  1.137  0.634  1.973  0.228
H  -0.826  -2.943  0.295  0.187
H  1.863  -2.393  -2.522  0.162
H  -2.362  1.544  -0.225  0.238
N  -0.006  -1.579  -0.966  -0.528
S  -1.083  -0.720  1.362  0.231
S  0.377  -3.068  -1.906  0.082
Cl  -0.589  3.233  -0.691  0.010

Forces on atoms 1 to 6 (eV/Å):
-0.41 -0.49 2.43
0.92 1.64 -1.95
1.02 3.14 0.69
-0.73 -1.87 1.47
-1.81 1.39 2.39
0.03 -4.20 -0.93

Calculated values
- Total charge: 0
- E_tot: -39923.72552 eV
- Energy above the lowest of the compared OMol25 structures with the same formula, charge and spin: 433.6 kJ/mol
- HOMO-LUMO gap: 8.77 eV
- Multiplicity: 1
- Molar mass: 167.69 u

=====

[5]
Entry from OMol25: a 2-piece molecular cluster, C4H6ClPS overall (ωB97M-V/def2-TZVPD).

Last column: natural (NBO) charge in e.
Element x y z (Å)
C  1.951  1.829  -0.874  -0.200
C  -1.169  -2.060  0.788  -0.130
C  0.764  1.183  -0.692  -0.687
C  -0.830  -0.907  0.228  -0.729
P  0.695  -0.188  0.367  1.298
S  2.120  -1.390  0.664  -0.239
Cl  -3.994  0.891  0.410  -0.875
H  1.845  2.736  -1.507  0.230
H  2.997  1.467  -0.515  0.239
H  -2.157  -2.476  0.926  0.244
H  -0.510  -2.648  1.436  0.203
H  -0.117  1.707  -1.175  0.313
H  -1.594  -0.144  -0.056  0.335

Forces on atoms 1 to 6 (eV/Å):
0.28 -0.51 -0.19
-0.01 -1.06 1.91
0.99 2.52 -0.43
-2.30 1.40 0.38
0.66 -1.69 -1.32
0.68 0.64 0.45

Calculated values
- Total charge: 0
- E_tot: -36887.42058 eV
- Energy above the lowest of the compared OMol25 structures with the same formula, charge and spin: 465.7 kJ/mol
- HOMO-LUMO gap (alpha / beta): 3.26 / 3.26 eV
- Multiplicity: 1
- Molar mass: 152.59 u

=====

[6]
Entry from OMol25: C4H6CrO3 as an isolated structure (ωB97M-V/def2-TZVPD).

Last column: natural (NBO) charge in e.
Element x y z (Å)
H  -2.671  0.289  -1.150  0.441
O  -0.947  -0.253  0.163  -0.250
C  0.439  -0.124  0.027  1.065
O  0.966  0.958  0.148  -0.777
Cr  2.136  2.393  0.158  1.879
O  0.913  -1.264  -0.203  -0.251
C  2.347  -1.501  -0.101  -0.293
H  2.847  -0.948  -0.902  0.249
H  2.681  -1.179  0.890  0.257
H  2.457  -2.578  -0.229  0.329
C  -1.733  0.625  -0.330  0.596
C  -2.957  0.967  0.277  -0.067
H  -3.071  0.717  1.336  0.442
H  -3.408  1.897  -0.082  0.382

Forces on atoms 1 to 6 (eV/Å):
-0.31 -1.06 0.33
0.50 1.58 -3.41
2.49 -4.01 -0.09
-0.86 0.66 0.20
1.98 1.96 0.17
-1.74 1.48 0.81

Calculated values
- Total charge: +4
- E_tot: -38744.25429 eV
- HOMO-LUMO gap (alpha / beta): 5.30 / 4.98 eV
- Multiplicity: 5
- Molar mass: 154.09 u

=====

[7]
Entry from OMol25: C4H6CsLiO2 as an isolated structure (ωB97M-V/def2-TZVPD).

Last column: natural (NBO) charge in e.
Element x y z (Å)
O  -1.460  1.611  -0.470  -1.086
Li  0.207  2.165  -0.326  0.740
C  -1.788  0.280  -0.372  -0.025
C  -0.766  -0.580  0.390  -0.429
H  -2.770  0.128  0.139  0.109
H  -0.527  -0.064  1.338  0.204
H  -1.253  -1.527  0.678  0.195
H  -1.914  -0.194  -1.378  0.105
C  0.519  -0.920  -0.445  -0.572
C  1.706  -0.622  0.429  0.143
O  1.899  -1.317  1.455  -0.698
Cs  5.033  3.299  0.712  -0.066
H  0.540  -0.294  -1.355  0.180
H  0.575  -1.965  -0.796  0.199

Forces on atoms 1 to 6 (eV/Å):
0.75 0.21 -0.03
-0.35 -0.60 0.13
-0.30 -0.28 -0.09
-0.21 -0.57 -0.34
0.17 0.15 -0.09
0.14 -0.15 -0.40

Calculated values
- Total charge: -1
- E_tot: -9090.59771 eV
- Energy above the lowest of the compared OMol25 structures with the same formula, charge and spin: 0.0 kJ/mol
- HOMO-LUMO gap (alpha / beta): 3.23 / 3.83 eV
- Multiplicity: 2
- Molar mass: 225.94 u

=====

[8]
Entry from OMol25: C4H6ErFO4 as an isolated structure (ωB97M-V/def2-TZVPD).

Last column: natural (NBO) charge in e.
Element x y z (Å)
C  2.190  -2.476  -1.764  -0.346
O  1.658  -1.256  -2.069  -0.295
H  1.458  -3.323  -1.823  0.247
H  3.034  -2.784  -2.439  0.192
H  2.620  -2.544  -0.733  0.206
C  -1.738  1.581  1.673  1.023
O  -1.067  2.087  0.630  -0.599
C  -0.281  1.015  -0.018  0.449
C  -0.905  -0.223  0.614  -0.140
O  -1.655  0.312  1.772  -0.381
O  -2.281  2.394  2.417  -0.757
F  0.989  1.224  0.377  -0.288
H  -0.400  1.129  -1.094  0.224
H  -1.623  -0.713  -0.044  0.254
H  -0.160  -0.921  1.000  0.277
Er  -1.839  4.497  1.502  1.934

Forces on atoms 1 to 6 (eV/Å):
1.69 -1.04 -0.30
-0.36 -0.37 0.44
-0.06 0.77 0.04
-0.76 0.39 0.24
-0.64 0.33 -0.30
0.45 0.06 0.31

Calculated values
- Total charge: +2
- E_tot: -42752.80368 eV
- Energy above the lowest of the compared OMol25 structures with the same formula, charge and spin: 0.0 kJ/mol
- HOMO-LUMO gap (alpha / beta): 5.65 / 5.15 eV
- Multiplicity: 4
- Molar mass: 304.35 u

=====

Which value of multiplicity does entry 5 give?
1